Density functional theory data (wB97M-V/def2-TZVPD) for the molecule C2HBrClNS3 in a non-equilibrium geometry.

The geometry in XYZ format:
```
9
Properties=species:S:1:pos:R:3:forces:R:3
C -0.932856 -1.837778 -0.649073 -0.250 0.061 1.931
C 0.199934 -0.834877 -0.195842 0.192 0.878 -1.856
N -1.920381 -2.111201 0.140754 1.230 0.099 -2.077
S -0.643618 0.200352 1.029843 0.254 0.044 -0.299
S -2.187905 -1.176830 1.401456 0.103 0.709 1.346
S 1.769230 -1.774345 0.463464 -1.282 0.515 -0.478
Cl -0.840035 -2.822633 -2.022121 0.712 -0.113 -0.784
Br 2.696542 0.005835 1.281139 0.270 -0.002 0.034
H 0.621202 -0.073259 -1.068324 -1.228 -2.191 2.183
```
Forces are in eV/Å.

Computed properties:
E_LUMO: -0.603 eV
Kohn-Sham gap: 7.9368 eV
2S+1: 1
HOMO energy: -8.540 eV
Total energy: -118649.6777 eV
Charge: 0
Largest force on an atom: 3.328 eV/Å
ΔE to the lowest compared entry with this formula, charge and spin: 0.0 kJ/mol